{"formula": "C26H38BGeN10SV", "method": "ωB97M-V with the def2-TZVPD basis set", "max_force_ev_per_a": 4.18, "charge": 3, "de_lowest_ev": 2.5403, "total_energy_ha": -5004.0594, "multiplicity": 2, "orbital_gap_ev": [6.1, 3.3], "species": ["V", "C", "C", "C", "C", "N", "N", "B", "N", "C", "C", "C", "C", "N", "N", "C", "C", "C", "C", "N", "N", "C", "C", "C", "C", "N", "H", "H", "H", "H", "H", "H", "H", "H", "H", "H", "H", "H", "H", "H", "H", "H", "H", "H", "H", "H", "C", "C", "C", "C", "N", "C", "S", "N", "C", "H", "H", "H", "H", "H", "H", "H", "H", "C", "Ge", "C", "C", "C", "H", "H", "H", "H", "H", "H", "H", "H", "H", "H"], "coordinates": [[-1.147, 0.641, -0.622], [-0.146, 1.114, -3.987], [0.189, -0.066, -3.226], [1.160, -1.050, -3.398], [1.099, -1.901, -2.324], [0.094, -1.485, -1.541], [-0.505, -0.390, -2.099], [-0.191, -2.103, -0.147], [-1.758, -2.054, -0.184], [-2.629, -3.047, -0.256], [-3.916, -2.486, -0.315], [-3.717, -1.080, -0.396], [-4.822, -0.047, -0.536], [-2.419, -0.811, -0.353], [0.206, -1.038, 0.914], [1.143, -1.242, 1.880], [1.101, -0.108, 2.730], [0.008, 0.631, 2.345], [-0.649, 1.841, 2.868], [-0.444, 0.127, 1.194], [0.415, -3.501, 0.020], [-0.083, -4.613, 0.672], [0.964, -5.480, 0.864], [2.142, -4.821, 0.478], [3.527, -5.325, 0.432], [1.815, -3.594, 0.058], [0.210, 1.117, -5.072], [-1.247, 1.241, -4.044], [0.307, 1.928, -3.386], [1.844, -1.079, -4.203], [1.569, -2.864, -2.253], [-2.347, -4.047, -0.147], [-4.860, -2.902, -0.111], [-5.710, -0.549, -1.034], [-5.150, 0.244, 0.452], [-4.581, 0.799, -1.232], [1.885, -1.968, 1.652], [1.678, -0.006, 3.614], [-0.067, 2.241, 3.732], [-0.863, 2.536, 2.064], [-1.644, 1.531, 3.276], [-1.082, -4.637, 1.048], [0.928, -6.517, 1.203], [3.973, -5.186, 1.448], [3.498, -6.394, 0.177], [4.133, -4.814, -0.299], [4.335, 1.963, 3.122], [3.939, 1.452, 1.771], [4.680, 0.558, 1.023], [4.060, -0.060, -0.077], [2.844, 0.256, -0.435], [2.347, 1.436, -0.017], [0.933, 2.347, -0.565], [2.848, 1.975, 1.147], [4.679, -1.263, -0.709], [5.084, 1.309, 3.640], [3.494, 2.069, 3.798], [4.896, 2.879, 2.946], [5.711, 0.298, 1.305], [2.383, 2.766, 1.547], [5.346, -1.739, -0.029], [5.206, -0.942, -1.583], [3.904, -1.989, -1.068], [-4.328, 4.067, -2.038], [-3.231, 3.515, -0.483], [-1.903, 4.939, -0.251], [-4.152, 3.440, 1.162], [-2.341, 1.839, -1.145], [-3.835, 4.904, -2.585], [-5.240, 4.548, -1.707], [-4.491, 3.253, -2.800], [-2.410, 5.700, 0.330], [-1.573, 5.392, -1.184], [-1.085, 4.563, 0.384], [-4.952, 4.228, 1.254], [-3.476, 3.586, 2.035], [-4.640, 2.454, 1.262], [-2.944, 1.468, -2.007]], "mulliken_charge": [-0.287, -1.104, 0.640, -1.624, -0.015, 0.980, -0.676, 0.682, 0.250, 0.003, -1.815, 0.724, -1.018, 0.192, 0.968, -0.482, -1.562, 0.514, -1.060, -0.438, 0.779, -0.331, -1.253, 0.679, -1.306, -0.767, 0.413, 0.281, 0.176, 0.595, 0.721, 0.693, 0.516, 0.444, 0.259, 0.159, 0.574, 0.828, 0.417, 0.056, 0.349, 0.620, 0.490, 0.267, 0.399, 0.291, -1.538, 0.883, -0.941, 0.715, 0.083, -0.098, -0.054, 0.157, -1.162, 0.436, 0.394, 0.407, 0.557, 0.401, 0.492, 0.387, 0.053, -1.223, 0.423, -1.201, -0.842, -0.643, 0.404, 0.428, 0.327, 0.444, 0.384, 0.305, 0.408, 0.322, 0.241, 0.835]}

***

{"formula": "C4H9N2", "method": "ωB97M-V with the def2-TZVPD basis set", "max_force_ev_per_a": 4.65, "charge": 1, "de_lowest_ev": 2.6276, "total_energy_ha": -267.0027, "smiles": "C=NCC(C)=[NH2+]", "orbital_gap_ev": 9.8, "species": ["C", "C", "C", "C", "N", "N", "H", "H", "H", "H", "H", "H", "H", "H", "H"], "coordinates": [[2.093, -0.181, -1.515], [0.639, 0.704, -0.038], [-0.703, 0.183, 0.295], [-1.134, -0.258, 1.796], [0.935, 0.275, -1.329], [-1.539, -0.151, -0.606], [2.466, -0.595, -2.561], [2.653, -0.324, -0.616], [0.687, 1.789, -0.232], [1.474, 0.517, 0.644], [-0.477, 0.157, 2.563], [-1.132, -1.305, 1.763], [-2.073, 0.092, 1.936], [-1.417, -0.341, -1.677], [-2.471, -0.564, -0.424]], "mulliken_charge": [-0.299, -0.431, 0.507, -1.276, -0.352, -0.304, 0.251, 0.259, 0.253, 0.526, 0.357, 0.392, 0.472, 0.354, 0.291]}

***

{"formula": "C5H8N2O", "method": "ωB97M-V with the def2-TZVPD basis set", "max_force_ev_per_a": 3.31, "charge": 0, "de_lowest_ev": 4.4492, "total_energy_ha": -379.9247, "orbital_gap_ev": [6.7, 7.8], "species": ["C", "C", "C", "N", "C", "C", "N", "O", "H", "H", "H", "H", "H", "H", "H", "H"], "coordinates": [[0.396, 1.876, -0.651], [0.174, -0.984, 1.054], [-0.623, -1.331, -1.154], [-0.831, -0.165, 1.491], [0.763, -0.660, -0.436], [1.210, 0.632, -0.658], [-1.712, -1.807, -1.087], [0.677, -1.851, 1.728], [-1.114, 0.628, 0.940], [-1.003, -0.169, 2.485], [-2.265, -2.142, -0.298], [1.496, -1.444, -0.601], [2.271, 0.731, -0.842], [1.011, 2.731, -0.939], [-0.432, 1.812, -1.365], [-0.019, 2.144, 0.333]], "mulliken_charge": [-1.208, 0.434, 0.036, -0.351, -0.063, -0.224, -0.416, -0.585, 0.182, 0.238, 0.279, 0.359, 0.366, 0.328, 0.313, 0.310]}

***

{"formula": "C12H24O6S3", "method": "ωB97M-V with the def2-TZVPD basis set", "max_force_ev_per_a": 6.01, "charge": 0, "de_lowest_ev": 2.0183, "total_energy_ha": -2117.4945, "smiles": "O=S1(=O)CCCC1.O=S1(=O)CCCC1.O=S1(=O)CCCC1", "orbital_gap_ev": 10.6, "species": ["C", "C", "C", "S", "O", "O", "C", "H", "H", "H", "H", "H", "H", "H", "H", "C", "C", "C", "S", "O", "O", "C", "H", "H", "H", "H", "H", "H", "H", "H", "C", "C", "C", "S", "O", "O", "C", "H", "H", "H", "H", "H", "H", "H", "H"], "coordinates": [[13.132, -28.035, 1.949], [11.693, -27.442, 2.022], [11.103, -28.019, 3.341], [12.526, -27.667, 4.511], [12.406, -28.606, 5.615], [12.370, -26.287, 4.860], [13.878, -28.039, 3.357], [13.677, -27.525, 1.154], [13.030, -29.067, 1.616], [10.945, -27.720, 1.279], [11.934, -26.379, 2.021], [11.048, -29.097, 3.185], [10.195, -27.546, 3.714], [14.374, -28.959, 3.664], [14.646, -27.271, 3.449], [14.473, -26.795, 11.784], [15.015, -25.288, 12.067], [16.023, -24.968, 10.936], [16.993, -26.454, 10.577], [18.079, -26.574, 11.540], [17.238, -26.552, 9.078], [15.597, -27.658, 11.102], [13.726, -26.728, 10.993], [13.871, -27.273, 12.557], [15.383, -25.371, 13.090], [14.176, -24.593, 12.033], [16.712, -24.203, 11.291], [15.652, -24.625, 9.970], [16.015, -28.453, 11.719], [15.315, -27.999, 10.105], [16.100, -20.677, 4.395], [15.721, -20.710, 2.934], [16.914, -20.860, 2.093], [17.891, -22.095, 2.895], [19.308, -21.536, 2.888], [17.553, -23.374, 2.386], [17.153, -21.732, 4.539], [15.174, -20.922, 4.916], [16.363, -19.639, 4.602], [15.422, -19.696, 2.666], [14.983, -21.507, 2.847], [17.469, -19.925, 2.027], [16.643, -21.063, 1.057], [17.891, -21.416, 5.276], [16.415, -22.524, 4.669]], "mulliken_charge": [-0.724, -0.578, -0.722, 1.058, -0.661, -0.623, -0.491, 0.378, 0.302, 0.338, 0.322, 0.333, 0.395, 0.352, 0.320, -0.684, -0.614, -0.639, 1.037, -0.614, -0.642, -0.674, 0.257, 0.424, 0.311, 0.356, 0.373, 0.378, 0.369, 0.362, -0.654, -0.616, -0.670, 1.027, -0.671, -0.601, -0.632, 0.306, 0.354, 0.268, 0.347, 0.384, 0.403, 0.385, 0.370]}